{
  "formula": "C2H15O5S",
  "method": "wB97M-V/def2-TZVPD",
  "species": ["C", "C", "S", "H", "H", "H", "H", "H", "H", "H", "O", "H", "H", "O", "H", "H", "O", "H", "H", "O", "H", "H", "O"],
  "positions_angstrom": [[-0.99280, -1.45650, -2.93338], [-1.99011, -0.52135, -2.29315], [-1.79912, -0.27431, -0.39797], [-1.20685, -2.49054, -2.60773], [-0.05197, -1.34586, -2.38934], [-0.91381, -1.39640, -4.00857], [-2.90555, -1.09458, -2.16126], [-2.17366, 0.45938, -2.73890], [-0.93399, -1.75823, 1.36166], [-1.30046, -1.37666, 2.84026], [-0.58826, -1.66164, 2.26821], [-0.22115, 0.24620, 3.09630], [-0.12597, -0.38378, 4.44369], [-0.37965, 0.44406, 4.02760], [1.39578, -0.60041, 1.44331], [1.61391, 0.47921, 0.38574], [2.06620, -0.01585, 1.06539], [0.76008, 1.54053, -1.97180], [0.24267, 1.32073, -0.58655], [0.83442, 1.90113, -1.09679], [3.08905, 2.03482, 1.14783], [2.53012, 2.96307, 0.14487], [3.05112, 2.98699, 0.96060]],
  "forces_ev_per_angstrom": [[0.6, -0.5, 1.5], [-1.1, -0.5, 2.2], [0.8, 0.1, -0.9], [-0.4, 0.3, -0.5], [0.5, 0.5, -0.7], [0.2, 0.0, -0.3], [-0.5, 0.5, -1.0], [0.2, -0.3, -0.2], [-0.3, 0.4, -0.1], [-0.5, 0.0, -0.3], [0.7, -0.5, 0.0], [0.0, 0.2, -0.2], [0.1, 0.0, 0.2], [-0.1, 0.0, 0.2], [-0.1, 0.1, -0.1], [-0.3, 0.1, -0.5], [0.4, -0.3, 0.5], [0.0, -0.3, -0.7], [-0.8, 0.0, -0.1], [0.5, 0.2, 0.7], [0.0, 0.2, 0.3], [-0.1, 0.3, 0.0], [0.0, -0.5, -0.4]],
  "lowdin_charge": [-0.229, -0.700, 0.247, 0.062, 0.037, 0.047, -0.009, 0.031, -0.069, 0.022, -0.137, 0.007, 0.025, -0.071, 0.012, -0.019, -0.060, 0.024, -0.059, -0.089, 0.008, 0.003, -0.084],
  "orbital_gap_ev": 7.07,
  "total_charge": -1,
  "relative_energy_ev": 0.927,
  "largest_force_ev_per_a": 2.48
}

=====

{
  "formula": "C2H16NO4",
  "method": "wB97M-V/def2-TZVPD",
  "species": ["C", "C", "N", "H", "H", "H", "H", "H", "H", "H", "H", "H", "H", "O", "H", "H", "O", "H", "H", "O", "H", "H", "O"],
  "positions_angstrom": [[-0.27708, -1.66795, -1.82079], [-0.34957, -0.31071, -1.17847], [-1.00438, -0.48356, 0.14804], [0.61864, -1.80218, -2.46280], [-0.43707, -2.47330, -1.08554], [-1.04528, -1.90313, -2.56683], [0.70230, 0.13830, -1.13409], [-0.96544, 0.38068, -1.80898], [-0.42444, 0.06587, 0.76873], [-0.74882, -1.35986, 0.60331], [-2.06473, -0.31569, 0.23155], [1.78351, -2.16907, 2.06233], [2.29984, -0.96847, 1.12664], [1.57287, -1.51424, 1.37530], [1.22671, 1.73823, 1.26006], [0.66094, 2.91230, 1.95486], [0.42758, 1.99940, 1.76769], [2.48863, 1.22910, -2.04960], [3.08338, 1.90178, -0.62596], [2.39364, 1.46256, -1.11773], [-2.87410, 0.76395, 2.17215], [-3.73309, 1.59714, 1.04118], [-3.33405, 0.77885, 1.33895]],
  "forces_ev_per_angstrom": [[-0.1, -1.4, -1.6], [0.4, 0.4, -1.8], [0.0, 0.3, 0.9], [-0.1, -0.1, 1.0], [0.8, 0.2, -0.3], [-0.4, 0.6, 0.3], [-1.8, -0.5, 0.8], [0.5, -0.4, 0.9], [-0.8, 1.5, 0.7], [-0.3, -0.8, -0.7], [1.7, 0.3, 0.1], [0.4, 0.7, -0.5], [1.1, 0.1, 0.2], [-1.8, -0.7, 0.2], [-0.7, -0.1, 0.3], [-0.4, 0.3, 0.3], [1.1, -0.4, -0.8], [1.1, 0.7, 0.5], [0.8, 0.1, -1.0], [-1.7, -0.7, 0.6], [-0.2, 1.0, 0.5], [0.2, 0.4, 0.8], [0.1, -1.5, -1.3]],
  "lowdin_charge": [-0.089, -0.211, 0.154, 0.096, 0.084, 0.082, 0.106, 0.145, 0.097, 0.132, 0.168, 0.074, 0.029, -0.029, 0.030, 0.051, -0.057, 0.063, 0.049, -0.056, 0.051, 0.065, -0.034],
  "orbital_gap_ev": 12.36,
  "total_charge": 1,
  "relative_energy_ev": 1.439,
  "largest_force_ev_per_a": 2.10
}

=====

{
  "formula": "C2H16NO5",
  "method": "wB97M-V/def2-TZVPD",
  "species": ["C", "O", "C", "N", "H", "H", "H", "H", "H", "H", "H", "H", "H", "H", "O", "H", "H", "O", "H", "H", "O", "H", "H", "O"],
  "positions_angstrom": [[1.58129, 0.95624, 0.81555], [0.50570, 1.97460, 0.60997], [1.04169, -0.27839, 0.22080], [-0.40895, -0.37283, -0.02289], [1.80771, 0.94570, 1.91961], [2.49587, 1.37546, 0.30217], [0.95669, 2.73000, 0.17418], [1.69771, -0.74430, -0.63501], [1.29923, -1.11261, 0.90398], [-0.65462, 0.07982, -0.97112], [-0.96554, 0.16979, 0.65719], [-0.84989, -1.34552, -0.07636], [-1.78714, -1.92397, 2.90442], [-0.71430, -2.91462, 3.27592], [-1.00567, -2.31879, 2.52642], [-2.53370, 0.97848, -3.28285], [-2.80799, 1.10697, -1.82126], [-2.18878, 0.64764, -2.40176], [2.91242, 3.86407, -0.86911], [3.54235, 2.79369, -1.61129], [2.89085, 2.88690, -0.90513], [-2.61990, -3.16138, -1.31038], [-2.02477, -3.48152, 0.16323], [-2.17027, -2.85544, -0.56627]],
  "forces_ev_per_angstrom": [[-0.2, 3.7, 0.4], [1.5, -0.1, -0.1], [2.7, -4.7, -0.3], [-1.7, 0.5, -2.2], [-0.5, -0.5, -1.1], [-1.1, -1.1, 0.6], [-0.5, -0.7, 0.3], [-1.8, 1.6, 0.7], [-0.6, 0.4, 0.2], [0.3, -0.6, 1.5], [0.6, -0.2, -0.1], [0.9, 0.9, 0.1], [-0.6, 0.3, 0.1], [-0.2, 0.9, -1.4], [0.7, -1.2, 1.1], [1.0, -0.8, 1.2], [0.1, -0.1, 0.3], [-0.9, 0.9, -1.3], [-0.3, -0.4, 0.4], [0.0, -0.7, -0.1], [0.5, 1.6, -0.6], [-1.1, -1.4, -1.5], [-0.5, -0.1, -0.9], [1.9, 1.7, 2.6]],
  "lowdin_charge": [-0.198, -0.105, -0.185, 0.163, 0.139, 0.104, 0.076, 0.174, 0.123, 0.156, 0.164, 0.136, 0.033, 0.087, -0.069, 0.090, 0.045, -0.077, 0.079, 0.066, -0.059, 0.021, 0.061, -0.027],
  "orbital_gap_ev": 11.25,
  "total_charge": 1,
  "relative_energy_ev": 1.087,
  "largest_force_ev_per_a": 5.47
}

=====

{
  "formula": "C2H16O5S",
  "method": "wB97M-V/def2-TZVPD",
  "species": ["C", "C", "S", "H", "H", "H", "H", "H", "H", "H", "H", "O", "H", "H", "O", "H", "H", "O", "H", "H", "O", "H", "H", "O"],
  "positions_angstrom": [[-2.43926, 0.58719, -1.06293], [-2.26618, -1.01377, -1.14416], [-1.09695, -1.36253, 0.26312], [-1.51268, 1.15169, -1.43169], [-2.70828, 0.76280, -0.04702], [-3.13392, 0.97109, -1.88521], [-3.25201, -1.57043, -0.80128], [-2.14855, -1.56006, -2.07548], [-2.00004, -1.81495, 1.19600], [2.44571, -2.05190, 2.18409], [1.19634, -1.63940, 1.00790], [2.15274, -1.63966, 1.32655], [1.70302, 2.04157, -2.06461], [1.35061, 0.62605, -1.84514], [0.93809, 1.42784, -2.15455], [1.17752, 0.29495, 2.39899], [0.21753, 1.33997, 1.85112], [1.04657, 1.02379, 1.66363], [1.94108, -1.33609, -0.95277], [2.03744, -1.85215, -2.27002], [2.57542, -1.44022, -1.60331], [-0.51762, 3.47172, 1.12514], [0.04561, 2.81746, 2.31287], [-0.59506, 3.46671, 2.05889]],
  "forces_ev_per_angstrom": [[0.7, -0.9, -3.9], [-2.6, 0.4, 2.2], [-0.5, -0.7, -0.2], [-0.7, -1.1, 1.2], [-0.3, 0.7, 0.4], [0.1, -0.7, 1.5], [1.7, 1.5, -0.4], [1.1, 0.5, -0.2], [0.6, 0.2, -0.7], [-1.6, 0.3, -1.5], [1.7, -0.6, 1.8], [-0.2, 0.1, 0.0], [-1.0, -0.3, -0.2], [0.1, -0.8, 0.1], [0.9, 1.1, 0.0], [-0.1, 2.1, -2.4], [-3.4, 0.8, 0.3], [3.5, -3.2, 1.8], [-1.5, 0.4, 2.8], [0.0, -0.4, -1.0], [1.5, 0.0, -1.9], [0.0, 0.2, -1.5], [0.8, 0.0, 0.6], [-0.7, 0.3, 1.1]],
  "lowdin_charge": [-0.183, -0.539, 0.701, 0.063, 0.030, 0.082, 0.088, 0.049, -0.112, 0.075, -0.045, -0.126, 0.064, -0.010, -0.068, 0.106, -0.066, -0.078, -0.056, 0.043, -0.007, 0.021, -0.010, -0.021],
  "orbital_gap_ev": 9.81,
  "relative_energy_ev": 2.574,
  "largest_force_ev_per_a": 5.07
}

=====

> Number 3 is which compound?

C2H16NO5

=====

Please write out number 2 again, unchanged.
{
  "formula": "C2H16NO4",
  "method": "wB97M-V/def2-TZVPD",
  "species": ["C", "C", "N", "H", "H", "H", "H", "H", "H", "H", "H", "H", "H", "O", "H", "H", "O", "H", "H", "O", "H", "H", "O"],
  "positions_angstrom": [[-0.27708, -1.66795, -1.82079], [-0.34957, -0.31071, -1.17847], [-1.00438, -0.48356, 0.14804], [0.61864, -1.80218, -2.46280], [-0.43707, -2.47330, -1.08554], [-1.04528, -1.90313, -2.56683], [0.70230, 0.13830, -1.13409], [-0.96544, 0.38068, -1.80898], [-0.42444, 0.06587, 0.76873], [-0.74882, -1.35986, 0.60331], [-2.06473, -0.31569, 0.23155], [1.78351, -2.16907, 2.06233], [2.29984, -0.96847, 1.12664], [1.57287, -1.51424, 1.37530], [1.22671, 1.73823, 1.26006], [0.66094, 2.91230, 1.95486], [0.42758, 1.99940, 1.76769], [2.48863, 1.22910, -2.04960], [3.08338, 1.90178, -0.62596], [2.39364, 1.46256, -1.11773], [-2.87410, 0.76395, 2.17215], [-3.73309, 1.59714, 1.04118], [-3.33405, 0.77885, 1.33895]],
  "forces_ev_per_angstrom": [[-0.1, -1.4, -1.6], [0.4, 0.4, -1.8], [0.0, 0.3, 0.9], [-0.1, -0.1, 1.0], [0.8, 0.2, -0.3], [-0.4, 0.6, 0.3], [-1.8, -0.5, 0.8], [0.5, -0.4, 0.9], [-0.8, 1.5, 0.7], [-0.3, -0.8, -0.7], [1.7, 0.3, 0.1], [0.4, 0.7, -0.5], [1.1, 0.1, 0.2], [-1.8, -0.7, 0.2], [-0.7, -0.1, 0.3], [-0.4, 0.3, 0.3], [1.1, -0.4, -0.8], [1.1, 0.7, 0.5], [0.8, 0.1, -1.0], [-1.7, -0.7, 0.6], [-0.2, 1.0, 0.5], [0.2, 0.4, 0.8], [0.1, -1.5, -1.3]],
  "lowdin_charge": [-0.089, -0.211, 0.154, 0.096, 0.084, 0.082, 0.106, 0.145, 0.097, 0.132, 0.168, 0.074, 0.029, -0.029, 0.030, 0.051, -0.057, 0.063, 0.049, -0.056, 0.051, 0.065, -0.034],
  "orbital_gap_ev": 12.36,
  "total_charge": 1,
  "relative_energy_ev": 1.439,
  "largest_force_ev_per_a": 2.10
}

=====

> Which formula does entry 4 have?

C2H16O5S